Entry 1:
The following is a DFT calculation (ωB97M-V/def2-TZVPD) of a cluster of 4 separate species, C18H59Br2N10O3P5 in total at a distorted geometry.

```
97
Properties=species:S:1:pos:R:3:forces:R:3
N 1.449694 -2.556722 -7.355983 -0.3 -0.2 -2.5
P 0.709663 -1.741124 -8.581846 3.4 -1.4 1.3
P -1.507936 -1.793211 -8.346503 0.2 -0.6 0.8
Br -1.585544 -2.813252 -10.392318 -0.4 0.1 0.1
Br -3.765306 -2.094158 -8.056010 -0.4 0.2 0.0
H 2.033024 -3.322723 -7.810867 -1.1 1.1 0.9
H 1.078283 -2.282700 -9.896454 -0.4 0.9 0.9
H 1.211805 -0.377737 -8.529021 -0.8 -0.4 -0.4
H -1.580050 -0.374710 -8.107218 -0.3 -0.6 -0.1
H -1.276474 -2.668827 -7.192457 0.0 0.9 -0.7
O -0.471033 -1.566527 -4.459939 1.4 4.5 0.6
P -0.504159 -1.433871 -2.917588 -2.1 -8.8 -0.8
N 0.668007 -2.690460 -2.701410 1.7 -0.2 -0.2
C 0.742075 -3.655313 -1.613313 0.0 0.0 0.5
C 2.038822 -2.267741 -3.028076 -0.1 0.0 -0.5
N -2.096709 -2.139075 -2.873971 -1.8 0.0 -0.2
C -2.344994 -3.531688 -2.518886 0.1 0.2 0.7
C -2.955242 -1.847087 -4.041816 0.4 0.3 0.1
N -0.542240 -1.281372 -1.144541 -0.6 3.6 -0.3
C -1.821068 -1.060312 -0.441894 -0.6 -0.1 0.1
C 0.281519 -0.101031 -0.790760 0.8 0.1 0.4
H 0.989096 -3.198838 -0.648768 0.0 0.0 0.1
H 1.512765 -4.410480 -1.814614 0.1 0.3 -0.3
H -0.164657 -4.241865 -1.497006 -0.1 0.3 0.0
H 2.476498 -1.686855 -2.210284 0.2 -0.1 0.1
H 2.078504 -1.657577 -3.933639 -0.2 -0.1 0.0
H 2.687189 -3.133791 -3.205099 -0.2 0.0 0.0
H -1.850659 -4.228096 -3.205830 0.1 -0.1 0.0
H -3.419863 -3.753018 -2.522634 0.1 0.2 -0.2
H -2.043942 -3.745142 -1.493051 0.2 0.0 -0.1
H -2.705309 -2.487679 -4.898534 0.0 0.1 0.0
H -2.860085 -0.799818 -4.349003 0.1 -0.3 0.0
H -4.014045 -2.002974 -3.803481 0.2 -0.1 0.3
H -2.405948 -0.258154 -0.905742 0.0 -0.1 0.2
H -1.651098 -0.791290 0.608397 0.4 0.2 -0.2
H -2.432534 -1.962641 -0.389164 0.1 0.1 -0.4
H -0.182717 0.821360 -1.159958 0.0 0.0 0.3
H 1.279009 -0.161746 -1.230135 0.0 -0.1 -0.1
H 0.418954 -0.018515 0.292945 0.0 -0.1 -0.2
O -3.478322 1.535239 1.904607 -0.5 4.7 0.1
P -4.241373 1.782836 3.228990 1.4 -9.1 0.5
N -2.955421 1.130507 4.188425 1.6 0.5 0.5
C -3.069927 0.380549 5.431339 -0.2 0.0 0.4
C -1.803960 2.038223 4.309774 0.2 -0.2 -0.4
N -5.358958 0.502791 2.844387 -1.4 -0.6 -0.8
C -5.274317 -0.833229 3.423170 -0.3 0.3 0.6
C -5.644126 0.316600 1.405565 0.2 0.5 0.0
N -5.118557 2.067467 4.751466 -1.5 3.1 -1.3
C -6.570646 1.817261 4.834031 -0.5 -0.4 -0.1
C -4.973492 3.506497 5.075648 0.4 0.4 0.6
H -3.445065 0.983439 6.265324 0.0 0.0 0.1
H -2.093216 -0.014870 5.738653 0.1 0.3 -0.3
H -3.687400 -0.508454 5.341157 -0.2 0.2 -0.1
H -1.994702 2.817911 5.053733 0.1 0.1 0.2
H -1.561850 2.527598 3.363299 -0.2 -0.1 0.0
H -0.904125 1.494734 4.620703 -0.2 0.0 0.0
H -4.328729 -1.330634 3.178846 0.1 -0.1 0.1
H -6.096152 -1.468299 3.068744 0.1 0.3 -0.2
H -5.415091 -0.813086 4.504054 0.2 0.0 0.0
H -4.843923 -0.243893 0.903259 -0.1 0.1 0.0
H -5.765999 1.280764 0.899870 0.2 -0.2 0.1
H -6.582464 -0.230402 1.255628 0.1 0.0 0.4
H -7.109172 2.269919 3.993919 -0.1 -0.1 0.2
H -6.987768 2.226181 5.763099 0.4 0.3 -0.1
H -6.811439 0.753900 4.880416 0.3 0.1 -0.3
H -5.492966 4.125868 4.334598 -0.1 0.1 0.3
H -3.925828 3.813269 5.079196 0.1 -0.1 -0.1
H -5.372332 3.735494 6.069931 0.0 -0.1 -0.2
O 3.367403 0.201758 0.743380 0.6 -2.5 4.0
P 4.690657 0.766476 1.315775 -1.2 5.5 -7.3
N 4.031902 2.358628 1.491322 -1.1 0.8 1.1
C 4.728099 3.627824 1.333734 0.4 0.2 0.1
C 3.112162 2.483459 2.632825 -0.4 -0.2 -0.3
N 5.442252 0.640229 -0.250940 0.8 -0.9 -1.2
C 5.623648 1.778356 -1.144733 0.5 0.2 0.4
C 4.974908 -0.481314 -1.093512 -0.1 -0.1 0.5
N 6.211835 1.415660 1.973785 0.8 -3.2 1.8
C 7.508857 0.993905 1.410012 0.4 -0.1 -0.5
C 6.279309 1.009511 3.397665 -0.1 0.4 0.7
H 5.480167 3.805973 2.109874 0.1 0.1 0.0
H 4.021882 4.466989 1.376412 -0.2 -0.4 0.1
H 5.199574 3.741228 0.361837 0.1 -0.3 0.1
H 3.663591 2.582761 3.572951 0.0 0.2 0.2
H 2.445476 1.622416 2.722573 0.2 -0.1 -0.2
H 2.471110 3.366571 2.528297 0.2 -0.1 -0.1
H 4.669570 2.235479 -1.431119 0.0 0.1 0.0
H 6.148075 1.479220 -2.061160 -0.2 -0.3 0.1
H 6.280490 2.531465 -0.708936 -0.2 0.1 0.1
H 4.018263 -0.250060 -1.581510 0.1 -0.1 0.1
H 4.853353 -1.395079 -0.501523 -0.1 0.2 -0.1
H 5.703663 -0.717416 -1.877949 0.1 0.3 0.2
H 7.572332 -0.095221 1.307678 0.1 0.2 -0.1
H 8.339890 1.322954 2.046789 -0.4 0.0 0.3
H 7.716380 1.455509 0.443200 -0.4 -0.2 0.1
H 6.379037 -0.078946 3.486786 0.2 0.1 0.2
H 5.377637 1.299208 3.940607 -0.1 0.0 -0.1
H 7.122499 1.485034 3.910521 -0.1 -0.1 -0.2
```
Positions in Å, forces in eV/Å.

Properties
Energy in eV: -227183.67379
Total charge: 0
E_HOMO in eV: -7.6
Kohn-Sham gap in eV: 6.38
Spin multiplicity: 1



Entry 2:
The following is a DFT calculation (ωB97M-V/def2-TZVPD) of a cluster of 12 separate species, C18H60O21 in total at a distorted geometry.

```
99
Properties=species:S:1:pos:R:3:forces:R:3
O -0.096969 -0.564308 0.102453 -1.4 -0.3 -0.5
H 0.781759 -0.824985 0.320027 1.4 -0.2 0.8
H -0.210604 0.326028 0.449613 -0.1 0.9 0.5
O -0.418692 2.214115 0.674041 1.4 -1.3 -1.6
H -1.327008 2.255601 0.412776 -1.3 0.5 -0.2
H -0.243745 2.637176 1.498313 -0.4 0.6 1.5
O 0.644393 0.227294 -2.265944 0.2 0.7 -0.3
H 0.366627 -0.000032 -1.359168 0.0 -0.5 0.1
H 0.999892 1.129021 -2.189155 0.3 0.1 -0.1
C -1.648067 -0.129143 4.951886 0.2 -2.3 -2.7
C -0.514067 -0.609521 4.070853 -1.0 3.3 -1.1
O 0.685900 -0.527943 4.681340 -0.2 2.5 4.3
O -2.697007 -0.912672 4.432003 -2.4 0.3 1.1
H -1.834073 0.916289 4.919947 -0.2 1.1 -0.1
H -1.530566 -0.493533 5.920622 0.5 -0.2 1.9
H -0.441358 0.051702 3.161212 -0.6 -0.4 0.3
H -0.698734 -1.584573 3.736517 -0.5 -1.6 -0.3
H 1.167081 -1.024051 4.134137 4.1 -2.8 -2.7
H -2.628591 -1.150036 3.510211 0.2 0.2 -0.7
C 1.324109 2.534455 3.599525 -1.0 1.2 1.1
C 2.115773 2.034663 2.436954 -0.8 0.8 -1.9
O 3.247703 1.515838 2.960764 1.8 -1.9 2.0
O -0.015324 2.788799 3.184739 -0.8 0.3 -0.1
H 1.700745 3.470785 4.019106 0.5 0.0 -0.3
H 1.250160 1.855225 4.447520 0.6 -0.6 -0.3
H 2.501087 2.816776 1.703729 -1.6 -0.6 0.6
H 1.520738 1.245962 1.891082 0.4 0.8 0.3
H 3.990418 1.751584 2.433955 0.8 0.1 -0.7
H -0.483664 3.298615 3.859254 0.2 -0.2 -0.3
C -3.102601 1.069524 1.860407 -2.6 -1.0 -1.0
C -3.251457 -0.141893 0.903576 -0.7 0.8 1.3
O -3.065693 -1.360787 1.596869 -0.3 0.0 0.2
O -3.253352 2.256493 1.063172 1.9 -0.5 1.1
H -2.147956 1.063082 2.254211 2.0 0.3 0.9
H -3.823617 0.921508 2.719603 0.5 0.6 -0.9
H -2.565862 -0.059078 0.095527 0.6 0.1 -0.7
H -4.256358 -0.051572 0.521110 -0.5 -0.2 -0.4
H -3.818336 -1.935817 1.419620 0.3 0.0 0.1
H -4.142680 2.475583 0.901124 -1.7 0.2 -0.2
C 2.591288 -2.195568 -0.240396 -2.0 -0.5 1.1
C 3.705892 -3.104916 0.073871 -0.7 -1.8 1.2
O 3.673815 -4.059776 -0.944693 0.1 -0.5 -0.5
O 2.494163 -1.244092 0.861747 -0.1 0.4 -0.9
H 1.589566 -2.740197 -0.341425 1.4 0.5 0.1
H 2.816512 -1.748414 -1.204729 -0.2 0.8 0.2
H 3.532176 -3.617874 1.101550 0.5 1.0 -1.3
H 4.606900 -2.529724 0.019669 0.8 0.2 0.5
H 4.297763 -4.751697 -0.738744 0.2 -0.3 -0.1
H 2.509760 -1.667215 1.732862 0.1 -0.2 -0.5
C 0.808050 4.342018 -1.949225 -1.1 -1.0 1.3
C 0.202996 5.161027 -0.829911 -0.8 0.6 0.8
O -0.101449 6.504933 -1.067712 -3.2 -0.2 -1.4
O 1.250174 3.129286 -1.341324 1.4 0.0 -1.6
H 1.650043 4.865858 -2.307211 1.1 0.4 -0.9
H 0.085018 4.075958 -2.733266 0.2 0.5 0.0
H 0.848146 5.301011 0.014992 0.9 -1.4 0.6
H -0.737703 4.706393 -0.481328 0.3 0.0 -0.1
H 0.632431 7.055629 -1.057749 2.2 1.2 0.0
H 0.714226 2.907925 -0.595110 -1.0 -0.3 1.1
C -0.917130 -4.197537 0.212598 -1.0 1.8 -1.7
C -2.146530 -5.098160 0.151373 0.2 -0.2 1.1
O -1.829411 -6.138697 -0.773017 0.2 0.6 -0.2
O -1.064608 -3.090652 1.111258 0.4 -0.5 -0.3
H -0.634468 -3.869878 -0.822487 -0.5 -0.1 0.7
H -0.158896 -4.848031 0.494910 1.8 -1.0 0.9
H -3.057572 -4.526299 -0.122722 0.4 -0.5 0.2
H -2.173290 -5.559054 1.184019 -0.7 0.6 -0.9
H -2.447614 -6.861039 -0.685695 -0.3 -0.1 0.1
H -0.909941 -2.211429 0.696327 -0.3 -0.9 0.0
C -2.479718 1.689099 -2.792494 -1.7 0.2 0.3
C -3.933798 1.239016 -2.524094 0.6 -0.2 -0.2
O -4.695782 1.178111 -3.759776 0.6 -0.9 1.0
O -1.758834 1.662931 -1.587765 1.4 -0.5 -0.3
H -2.474690 2.658905 -3.294591 -0.1 0.3 0.3
H -1.993313 1.035178 -3.444486 0.5 -1.3 -1.5
H -4.299717 1.945260 -1.772853 -0.7 0.2 -0.5
H -3.985128 0.263937 -1.994625 0.4 0.3 -0.4
H -4.606733 0.232391 -4.021030 -0.2 1.2 0.0
H -0.936613 1.191903 -1.899247 -0.8 0.7 1.0
C -1.054694 -1.755457 -4.425810 0.4 -1.7 3.2
C -1.343029 -2.093349 -2.893283 0.2 0.7 -1.0
O -2.064709 -3.282530 -2.947533 -1.2 -0.7 0.7
O -0.189292 -0.781879 -4.663616 2.6 3.6 0.3
H -1.899808 -1.645337 -5.011692 -2.5 0.6 -0.6
H -0.635484 -2.626293 -4.831325 0.6 -2.2 -0.3
H -1.939954 -1.321751 -2.361767 0.0 -0.4 -0.5
H -0.459687 -2.224952 -2.225102 0.0 0.3 -0.9
H -1.479982 -4.014844 -3.141545 0.2 -0.1 -0.1
H 0.271691 -0.505080 -3.829777 -0.5 -0.2 -0.9
C 5.154141 0.140831 -1.016828 1.3 -2.2 -2.1
C 4.026173 0.973314 -1.247769 -2.9 0.1 -0.7
O 3.358752 1.243871 -0.055649 -0.4 -0.4 1.5
O 5.562124 -0.314164 -2.323488 -0.8 0.7 0.2
H 4.975276 -0.681463 -0.377374 -0.7 -1.1 0.7
H 5.928540 0.632718 -0.571870 2.3 1.7 1.2
H 3.325740 0.403492 -1.915036 0.6 0.8 0.0
H 4.349452 1.896061 -1.688540 -0.2 0.5 -0.4
H 3.161423 0.364369 0.361698 0.1 1.1 -0.3
H 6.207340 -0.980254 -2.194697 1.1 -1.0 0.0
```
Positions in Å, forces in eV/Å.

Properties
Energy in eV: -62629.41889
Total charge: 0
E_HOMO in eV: -9.3
Kohn-Sham gap in eV: 9.39
Spin multiplicity: 1



Entry 3:
The following is a DFT calculation (ωB97M-V/def2-TZVPD) of a cluster of 12 separate species, C18H62N22O12 in total at a distorted geometry.

```
114
Properties=species:S:1:pos:R:3:forces:R:3
C 2.905647 5.914977 -2.491612 -1.7 -0.8 1.8
O 3.828049 5.618547 -3.205102 0.9 0.6 -0.3
N 2.985912 6.751743 -1.322175 0.3 -1.0 -1.8
N 1.642758 5.337614 -2.715519 1.4 0.5 -0.9
H 3.925244 6.803346 -0.940282 -0.3 -0.1 -0.2
H 2.257089 6.594232 -0.649093 -0.2 -0.1 0.2
H 1.548402 4.750270 -3.533556 0.4 0.3 0.2
H 0.922561 5.283583 -2.037835 -0.4 0.4 0.8
C -4.486776 -1.928817 -1.262417 1.0 -1.3 -0.3
O -4.341876 -0.772237 -1.693340 -0.7 -1.4 0.9
N -4.921348 -2.238333 0.063859 0.4 -0.2 -1.5
N -4.116640 -3.068301 -2.106026 -0.6 2.3 1.4
H -4.887783 -3.193688 0.438121 0.2 0.5 -0.7
H -5.492401 -1.606178 0.616576 0.4 0.2 -0.7
H -4.032853 -3.973916 -1.677867 -0.1 0.1 0.2
H -3.447277 -2.863358 -2.865139 -0.6 0.3 0.7
C 3.624207 1.199439 0.001746 1.6 1.2 0.9
O 4.797627 1.237915 0.438668 -1.9 -0.6 -0.2
N 2.502024 1.070222 0.757843 0.1 -0.3 0.3
N 3.391390 1.364334 -1.328942 0.4 0.1 -1.4
H 2.543698 1.246830 1.753641 0.1 0.1 -0.1
H 1.612907 1.216111 0.313321 -0.1 -0.3 -0.1
H 2.548260 1.737644 -1.724692 -0.7 -0.4 0.5
H 4.159221 1.773935 -1.827452 0.6 -0.2 0.1
C -0.319604 4.448305 0.120856 -2.2 0.1 0.2
O 0.285421 5.396404 -0.351430 0.7 0.1 0.2
N 0.253948 3.248421 0.476981 -1.2 0.8 0.2
N -1.719341 4.596388 0.248897 0.6 -0.7 0.6
H 1.080436 3.059615 -0.027652 1.2 0.3 -0.3
H -0.319646 2.416845 0.457875 -0.4 -0.1 0.3
H -2.336855 4.113131 0.907904 0.7 -0.2 -0.4
H -2.065783 5.524579 0.067253 0.4 0.1 -0.1
C 2.649484 -3.373822 -1.308491 0.2 1.9 0.0
O 2.033200 -4.090279 -2.074354 -0.4 -0.6 -0.8
N 2.871873 -3.754086 -0.016841 -0.1 -1.2 0.4
N 3.016422 -2.081456 -1.642539 0.1 -1.2 0.9
H 2.718557 -4.752144 0.134224 0.1 0.6 -0.2
H 3.612019 -3.378843 0.537505 0.3 0.5 0.1
H 3.668969 -1.557618 -1.088378 0.0 0.1 0.2
H 2.936031 -1.793682 -2.596437 -0.2 0.3 -0.2
C -0.732215 -1.409548 5.079125 0.8 0.4 -0.8
O -1.243176 -0.759595 4.178980 -0.1 -0.8 0.1
N -0.873926 -1.023941 6.397165 -0.1 0.4 0.3
N 0.107792 -2.535962 4.852458 -0.9 1.2 1.6
H -0.264387 -1.452287 7.066111 -0.1 0.0 0.3
H -1.289293 -0.104933 6.678894 0.6 -1.5 -1.0
H 0.313268 -2.845415 3.918326 0.0 0.4 0.0
H 0.756127 -2.759276 5.607486 -0.3 -0.1 -0.7
C 1.127856 -1.300986 -4.624887 -0.1 -1.5 1.3
O 0.586684 -0.437730 -5.295231 0.8 0.0 0.1
N 2.558388 -1.446817 -4.486701 -1.9 0.2 -0.3
N 0.400393 -2.199204 -3.829162 1.2 0.7 -1.0
H 3.114934 -0.919254 -5.150398 -0.3 -0.3 0.1
H 2.831319 -2.404101 -4.296920 0.2 0.1 -0.5
H 0.809845 -3.020984 -3.408627 0.5 0.1 0.1
H -0.606514 -2.211999 -3.904296 -0.2 0.5 -0.4
C -2.831260 -0.652674 -4.816311 -1.5 -0.6 -1.8
O -2.382977 -1.556223 -4.077496 -0.7 1.9 -0.9
N -4.238657 -0.283954 -4.811664 2.5 -1.0 0.7
N -2.154018 -0.106309 -5.914758 -0.8 -0.6 1.6
H -4.700705 -0.432612 -3.931850 0.0 -0.1 0.3
H -4.657961 0.394178 -5.421565 0.5 0.2 0.0
H -2.674727 0.568702 -6.450534 0.4 0.0 0.0
H -1.145461 -0.241814 -6.041057 -0.6 0.1 0.4
C -2.831860 -5.532991 -0.123236 -0.7 0.1 1.0
O -3.792165 -4.961165 0.431562 1.5 -0.5 -0.8
N -1.537685 -5.448261 0.408004 -2.0 -0.7 -1.6
N -3.065457 -6.260183 -1.287592 1.2 0.6 1.0
H -1.395701 -4.779070 1.106046 -0.1 0.9 1.0
H -0.771528 -6.043313 0.201569 0.2 -0.4 -0.5
H -2.370559 -6.889623 -1.637479 0.2 -0.1 -0.1
H -4.013816 -6.508783 -1.469259 -0.4 0.0 0.1
C -4.872694 2.961805 0.197185 -0.4 -0.1 1.0
O -5.293559 3.499470 -0.794125 0.3 -0.6 -0.8
N -4.593950 3.783258 1.312417 0.6 -1.8 0.1
N -4.709865 1.566314 0.395101 0.4 0.6 -1.7
H -4.657763 3.279487 2.179712 0.1 0.2 0.4
H -5.042367 4.673891 1.313567 -0.4 0.3 -0.2
H -4.395070 1.179607 1.260661 0.2 0.3 0.5
H -4.418891 0.966261 -0.416982 -0.8 0.9 0.7
C -0.944667 -2.018335 0.015155 0.2 -1.7 -0.6
C -0.504853 -0.601465 -0.083651 -0.2 0.4 -0.5
C -0.767426 0.096750 -1.436529 0.4 -0.2 1.1
O 0.249711 1.098613 -1.480197 -0.2 1.0 -0.8
C -0.105690 2.136490 -2.405573 -0.3 0.3 0.5
N -1.054217 0.201657 1.007215 0.0 0.6 0.2
H -0.255242 -2.639034 -0.603017 -0.6 0.1 0.3
H -1.986502 -2.267932 -0.238306 0.2 0.4 -0.2
H -0.829703 -2.333673 1.051119 0.2 -0.1 0.2
H 0.587293 -0.613892 0.001043 -0.1 0.0 0.1
H -1.779933 0.536098 -1.454227 0.2 0.0 0.0
H -0.655353 -0.544137 -2.303353 -0.1 -0.3 0.0
H -0.161684 1.774660 -3.435046 0.3 -0.1 0.0
H 0.573848 3.011487 -2.296167 -0.2 -0.8 -0.2
H -1.112506 2.483206 -2.139989 0.0 0.2 -0.1
H -2.010447 0.463738 0.791649 -0.1 -0.1 0.0
H -1.093710 -0.332592 1.878549 0.1 0.3 -0.2
C 5.297793 -0.564249 5.236233 -0.2 0.7 -1.4
C 4.003405 -0.274466 4.435678 -0.9 -0.6 -0.5
C 3.594919 1.207089 4.591251 0.6 -0.1 0.1
O 2.465238 1.615661 3.840880 -1.8 -0.5 1.5
C 1.213262 1.438290 4.595193 -0.3 -0.8 -1.5
N 4.068742 -0.670976 2.994485 1.2 0.8 0.9
H 5.806006 -1.389684 4.725844 -0.1 -0.1 0.5
H 5.105630 -0.755463 6.296523 0.1 0.0 -0.3
H 5.955375 0.316541 5.107621 -0.1 -0.4 0.4
H 3.214691 -0.948951 4.777917 -0.2 0.2 0.6
H 4.409769 1.802058 4.156309 0.1 -0.1 0.4
H 3.469350 1.451076 5.663764 0.1 0.1 -0.4
H 1.154020 0.499046 5.170725 0.5 0.1 -0.4
H 0.383212 1.409685 3.866696 0.6 -0.2 0.1
H 0.911975 2.214490 5.279240 0.8 0.9 0.3
H 4.728588 -0.009210 2.578204 0.0 -0.3 -0.5
H 3.187532 -0.414209 2.572421 -0.2 -0.1 0.0
```
Positions in Å, forces in eV/Å.

Properties
Energy in eV: -77033.64380
Total charge: 0
E_HOMO in eV: -9.0
Kohn-Sham gap in eV: 9.01
Spin multiplicity: 1